Formula: C17H33As3N4O6W
Source: OMol25
Level of theory: ωB97M-V/def2-TZVPD

Structure (XYZ):
```
64
Properties=species:S:1:pos:R:3:forces:R:3:lowdin_spin:R:1
W 0.38386 -0.57021 2.13449 -1.3 7.1 3.8 0.878
N 0.46116 -1.72341 4.33329 0.2 -0.1 0.8 -0.001
N 1.52106 -0.73501 4.16999 -0.2 -1.2 -0.6 0.008
C 2.49206 -1.35111 3.13379 1.4 -0.7 2.3 0.010
O 3.12836 -2.30981 3.40439 0.1 0.0 0.0 0.000
O 2.38466 -0.64561 2.08029 1.0 0.2 -1.2 0.049
H -0.08804 -1.49281 5.17159 0.1 0.2 -0.5 0.000
H 0.85756 -2.66861 4.51389 -0.1 0.5 -0.4 0.001
H 2.04496 -0.59751 5.05499 -0.4 0.5 -0.6 0.002
C -0.18164 -2.12751 -1.24071 0.0 -0.1 0.5 0.016
As 0.91036 -0.67131 -0.43261 -0.7 0.6 -4.0 0.027
C 2.50886 -1.12041 -1.58131 0.3 -0.1 1.0 -0.002
C 0.01486 0.82429 -1.49611 0.2 -0.2 0.6 0.002
C 0.57236 2.24839 -1.39571 0.2 -0.5 0.4 0.023
C 2.03976 2.26449 -1.81091 -0.1 -0.1 0.1 0.001
C 0.42066 2.83689 0.04149 -0.3 0.2 0.8 0.068
As 1.02766 1.86409 1.75809 1.5 1.6 -2.7 0.577
C 3.01806 2.06569 1.52989 -0.3 0.3 0.6 0.071
C -1.08574 0.44359 3.44299 -0.7 0.9 0.5 0.031
C -0.23114 3.20819 -2.28591 0.0 -0.4 -0.3 0.005
As -0.61924 2.96439 -4.26551 -0.2 0.6 -0.3 0.011
C 0.69976 1.75479 -5.08801 -0.2 -0.1 0.4 0.001
C -2.18564 1.76309 -4.25421 0.4 -0.2 0.1 0.001
H 0.07166 -2.26381 -2.29841 0.1 0.3 0.3 0.001
H -1.25174 -1.93041 -1.15751 0.2 0.1 -0.1 0.001
H 0.04576 -3.06441 -0.72411 0.0 0.1 -0.1 0.001
H 2.27966 -0.96331 -2.64461 -0.4 0.1 0.5 0.000
H 2.70476 -2.18531 -1.40751 -0.1 0.2 0.0 0.000
H 3.40896 -0.56501 -1.31301 -0.2 0.0 0.0 0.000
H -1.03134 0.81749 -1.16621 0.1 -0.1 -0.1 0.000
H 0.03566 0.50739 -2.54401 0.0 -0.1 0.2 0.000
H 2.62866 1.65989 -1.12031 0.2 0.0 -0.1 0.000
H 2.42926 3.28039 -1.80621 0.1 0.0 0.0 0.000
H 2.15046 1.85639 -2.81271 0.1 0.0 -0.1 0.000
H -0.63464 3.07319 0.22759 0.1 -0.1 0.0 0.002
H 0.95646 3.79839 0.06239 -0.1 -0.3 0.2 0.002
H 3.27226 3.00709 1.03449 -0.4 -0.1 0.0 -0.001
H 3.47456 1.23459 0.98959 -0.3 0.0 0.0 0.014
H 3.45956 2.09249 2.52989 0.0 -0.1 -0.1 0.005
H -0.67344 0.97969 4.31979 0.2 -0.4 -0.4 0.003
H -1.82854 -0.26051 3.86359 0.4 -0.1 -0.3 0.004
H -1.72024 1.22619 2.97219 0.5 -0.4 -0.1 0.006
H 0.26166 4.17999 -2.23561 0.0 0.1 -0.1 0.000
H -1.23574 3.35349 -1.88411 -0.1 0.0 0.0 0.000
H 1.68796 2.20469 -5.10281 0.1 0.1 0.1 0.000
H 0.38736 1.61899 -6.12301 -0.1 0.0 0.0 0.000
H 0.73206 0.77649 -4.60901 0.1 -0.1 -0.1 0.000
H -2.93234 2.11799 -3.54761 0.0 0.1 0.1 0.000
H -1.91264 0.73319 -4.02641 -0.1 -0.1 0.1 0.000
H -2.63994 1.78029 -5.24461 0.1 0.1 0.0 0.000
O -3.03874 -4.95151 1.77259 0.2 -0.4 0.2 0.000
C -3.70704 -3.90431 1.35329 -0.3 0.0 -0.1 0.001
O -4.84174 -3.95421 0.97229 0.2 0.2 0.1 0.002
C -3.00334 -2.56891 1.28699 1.6 0.0 0.6 0.010
C -3.61374 -1.46341 0.74769 0.9 0.7 -0.2 0.001
N -2.71584 -0.45041 0.63389 1.8 -1.1 1.6 0.011
N -1.46254 -0.83151 1.14409 -2.7 -3.4 0.3 0.035
C -1.65784 -2.16941 1.57389 -3.4 2.4 -2.6 0.014
C -0.53994 -2.95171 1.99519 1.9 -3.4 1.2 0.015
O -0.60474 -4.06901 2.50839 0.1 2.2 -1.1 0.033
O 0.65426 -2.32561 1.80469 -1.1 -5.8 -1.4 0.057
H -2.12204 -4.79971 2.10079 -0.4 0.2 -0.1 0.000
H -4.61984 -1.38141 0.38529 -0.3 0.1 -0.1 0.000
H -2.94764 0.53109 0.57109 0.2 0.1 -0.3 0.001
```
Positions in Å, forces in eV/Å.

Summary:
HOMO level (spin up / spin down)	-13.146 / -13.115	eV
net charge	+2
spin multiplicity	3
energy above the lowest of the compared OMol25 structures with the same formula, charge and spin	4.362	eV
energy	-220731.23902	eV
HOMO-LUMO gap (spin up / spin down)	5.2 / 4.0	eV
M	798.1	g mol⁻¹

---

Formula: C17H33BEuN6Si2
Source: OMol25
Level of theory: ωB97M-V/def2-TZVPD

Structure (XYZ):
```
60
Properties=species:S:1:pos:R:3:forces:R:3:lowdin_spin:R:1
C -2.22191 -0.34861 -1.95428 -0.1 1.0 -1.1 0.000
N -1.26604 0.57523 -1.72109 0.0 -0.1 -0.1 -0.010
N -1.24343 1.39724 -2.84650 -0.2 -0.5 1.4 0.000
C -2.20473 1.02261 -3.70867 0.3 -0.5 0.8 0.000
C -2.85387 -0.09517 -3.18703 0.5 0.1 0.5 0.000
B -0.14998 2.49210 -3.00260 0.3 -0.3 0.1 0.000
N -0.22539 3.49178 -1.80887 -0.1 -0.6 1.3 -0.002
N -0.04245 3.07082 -0.48716 -0.1 0.2 0.0 -0.029
C -0.03275 4.19292 0.26832 -0.4 0.4 -1.3 -0.001
C -0.25787 5.32183 -0.54266 0.1 -0.8 0.1 -0.002
C -0.38227 4.82758 -1.84329 0.3 -0.8 1.1 -0.001
Eu -0.02137 0.76429 0.62194 0.0 0.2 -7.1 6.303
N 1.24708 1.80516 -2.98063 0.2 -0.5 1.2 -0.001
N 1.66452 1.12243 -1.84875 -0.5 -0.1 0.4 -0.016
C 2.88073 0.63651 -2.10732 -0.1 0.7 -1.2 0.000
C 3.28047 1.01051 -3.41413 -0.7 0.1 0.4 -0.003
C 2.20407 1.74837 -3.92749 0.5 -0.7 1.1 -0.003
H 3.42086 0.04745 -1.36844 -0.1 0.3 -0.2 0.000
H 2.05253 2.22972 -4.87681 0.1 0.0 -0.1 0.000
H 4.20617 0.77196 -3.89996 0.1 0.0 -0.1 0.000
H -0.29811 3.07206 -4.03629 -0.1 0.0 0.1 0.000
H -0.56868 5.31897 -2.78309 0.1 0.1 0.0 0.000
H -2.35369 1.57665 -4.62297 0.0 -0.1 0.0 0.000
H -0.31746 6.34338 -0.23681 0.0 0.3 0.1 0.000
H -3.65682 -0.64778 -3.62426 -0.2 -0.1 -0.2 0.000
H 0.14131 4.14629 1.33779 -0.1 0.1 -0.1 0.000
H -2.40996 -1.15051 -1.25254 -0.1 0.1 -0.1 0.000
H 1.50755 1.69357 2.14852 -0.2 0.1 0.1 0.000
C 0.65723 1.57132 2.84592 -0.1 1.1 1.5 -0.005
H 0.66753 2.46891 3.48510 0.1 -0.4 -0.1 0.000
H -0.37443 1.58365 2.41344 0.6 0.7 1.7 -0.002
H 0.80726 0.68906 3.47610 -0.1 0.1 -0.2 0.001
C -1.08233 -1.63844 3.75768 0.1 0.1 -0.4 -0.003
Si -1.67182 -1.68759 1.95774 -0.8 -0.5 1.9 0.062
C -2.76062 -3.20323 1.77226 0.1 -0.1 -0.7 0.047
C -2.70131 -0.13154 1.65432 0.1 0.1 -0.5 0.002
C -0.26274 -1.73246 0.75716 -0.9 -0.2 -0.7 0.482
Si 1.35325 -2.55641 0.96801 2.6 -1.3 -0.4 0.069
C 1.17165 -4.26337 1.77917 -0.7 0.0 0.2 0.067
C 2.15971 -2.79028 -0.71891 -0.3 0.2 0.1 -0.002
C 2.54234 -1.53988 2.02609 -0.4 0.4 0.2 0.016
H -1.95352 -1.87582 4.38977 0.3 0.1 -0.1 0.000
H -0.70379 -0.65275 4.06757 -0.2 -0.3 0.1 0.000
H -0.30404 -2.38873 3.96026 -0.2 0.2 0.0 0.000
H -3.56625 -3.18955 2.52097 0.3 0.2 -0.1 0.007
H -3.22007 -3.23605 0.77401 0.0 -0.1 0.2 0.000
H -2.18077 -4.12761 1.90732 -0.1 0.3 0.0 -0.001
H -2.23506 0.85005 1.86875 -0.3 0.0 0.2 -0.001
H -3.10893 -0.09131 0.63339 0.0 0.1 0.3 0.000
H -3.55070 -0.20767 2.34856 0.2 0.2 -0.1 -0.001
H -0.62282 -1.83401 -0.28724 0.2 0.2 0.2 0.020
H 0.52395 -4.91585 1.17156 0.2 0.2 0.2 -0.001
H 2.16040 -4.74517 1.85581 -0.2 0.4 -0.1 0.008
H 0.74244 -4.20479 2.79143 0.1 -0.1 -0.3 0.000
H 2.32687 -1.83683 -1.24193 -0.1 -0.3 0.1 0.000
H 3.13045 -3.29494 -0.60848 -0.3 0.1 0.0 0.000
H 1.52528 -3.41621 -1.36178 0.2 0.1 0.1 0.000
H 2.88698 -0.62422 1.51988 0.1 -0.1 0.1 -0.001
H 2.11170 -1.26063 2.99740 0.2 -0.1 -0.1 0.000
H 3.43368 -2.15501 2.22373 -0.2 0.2 -0.1 0.001
```
Positions in Å, forces in eV/Å.

Summary:
HOMO level (spin up / spin down)	-13.988 / -14.018	eV
net charge	+2
spin multiplicity	8
energy	-62851.05620	eV
HOMO-LUMO gap (spin up / spin down)	3.7 / 4.3	eV
M	540.4	g mol⁻¹

---

Formula: C17H33BN3O5P
Source: OMol25
Level of theory: ωB97M-V/def2-TZVPD

Structure (XYZ):
```
60
Properties=species:S:1:pos:R:3:forces:R:3:lowdin_charge:R:1
C 5.45796 -0.93866 2.44067 0.4 0.4 -0.5 -0.091
C 4.54099 -1.28227 1.26990 -0.4 -0.3 0.2 -0.228
C 3.04331 -1.41625 1.67264 0.4 -0.2 -0.5 -0.128
C 2.12200 -0.43448 0.99648 -0.3 0.4 0.1 -0.068
C 2.03897 -0.43071 -0.39663 0.5 -0.1 0.2 -0.170
C 2.75428 -1.37626 -1.31475 -1.1 -0.7 -0.3 -0.098
C 1.70307 -2.22353 -2.10296 -0.4 0.7 0.8 -0.158
C 0.51365 -2.64906 -1.22988 -0.2 -0.5 -0.5 -0.269
N -0.16493 -3.81502 -1.83672 0.0 0.2 0.4 0.005
N 1.24771 0.45935 -1.01853 0.1 0.0 0.4 0.123
C 0.47597 1.34484 -0.37839 -0.5 0.4 0.8 -0.264
P -0.55745 2.37087 -1.55653 0.3 -0.2 -1.9 0.866
N -2.04870 1.63099 -1.23802 0.0 0.4 0.3 -0.132
O -0.68106 3.86635 -0.91527 0.0 -0.7 0.8 -0.249
C 0.49057 1.38062 1.00672 -0.1 0.0 0.4 0.015
B -0.47094 2.41533 1.77189 0.4 -0.3 -0.5 -0.692
O -1.80768 2.43357 1.59214 0.1 -0.2 0.8 0.195
O 0.13831 3.29049 2.62221 -0.4 0.1 0.1 0.178
C 1.32192 0.48609 1.71593 0.5 0.4 -0.8 -0.058
C 1.30862 0.49172 3.21494 -1.3 -0.6 0.0 -0.045
C 0.18011 -0.48730 3.62474 1.2 0.1 1.4 -0.316
C 0.62010 -1.67574 4.43135 -0.9 -1.4 -3.2 0.044
O 0.16961 -1.67307 2.95437 -0.3 -0.1 -0.4 -0.075
H 4.98341 -0.29269 3.17516 -0.2 -0.1 0.2 0.070
H 6.30524 -0.37063 2.06068 0.2 0.0 0.0 0.073
H 5.87467 -1.82159 2.91362 -0.2 -0.1 0.2 0.076
H 4.64632 -0.55902 0.46609 0.0 0.2 0.0 0.103
H 4.84826 -2.23702 0.84899 0.2 0.0 -0.1 0.104
H 2.68728 -2.41447 1.42049 -0.1 -0.1 0.1 0.122
H 2.99640 -1.34318 2.74745 -0.2 0.0 0.2 0.078
H 3.34927 -2.08337 -0.75989 0.4 0.2 0.1 0.097
H 3.34285 -0.81987 -2.03908 0.4 0.0 0.1 0.131
H 1.29705 -1.59722 -2.89607 0.1 -0.3 -0.5 0.105
H 2.14796 -3.13277 -2.48722 0.2 0.1 -0.3 0.112
H -0.21905 -1.84688 -1.16173 0.1 0.3 0.3 0.106
H 0.84292 -2.89683 -0.22088 0.1 0.0 0.1 0.110
H -1.10931 -3.54963 -2.08118 0.0 -0.1 -0.2 0.067
H -0.28047 -4.52780 -1.12905 0.1 -0.2 -0.1 0.063
H 1.19301 0.44541 -2.03491 0.0 0.1 -0.1 0.140
H -2.82779 2.21255 -1.59446 -0.2 0.0 -0.3 0.051
H -2.04810 0.82888 -1.86601 -0.4 -0.1 -0.1 0.036
H 0.20138 4.14753 -0.64470 0.0 0.4 -0.1 0.062
H -2.16475 1.61536 1.23191 -0.2 0.2 -0.7 0.103
H -0.55203 3.77911 3.09058 0.1 0.3 0.0 0.128
H 1.03356 1.45510 3.62050 0.4 0.3 -0.1 0.115
H 2.21633 0.11950 3.66132 0.3 0.2 0.0 0.110
H -0.77135 -0.05298 3.90533 -0.2 0.1 -0.2 0.151
H 1.60078 -2.07968 4.22812 0.6 0.5 1.3 0.096
H -0.09614 -2.40960 4.76723 0.0 0.5 1.4 0.109
C -6.51828 2.41380 -2.90926 -0.5 -0.3 -0.2 -0.118
C -5.35836 1.95444 -3.81658 0.5 0.3 1.1 -0.719
C -4.96527 0.53140 -3.41074 -0.3 -0.7 0.0 -0.137
O -4.27080 2.76081 -3.64035 0.1 0.0 -0.2 -0.351
H -6.21027 2.41390 -1.85988 0.1 0.0 0.0 0.054
H -6.83343 3.42340 -3.17752 0.1 0.0 0.0 0.056
H -7.39722 1.75577 -3.00212 0.0 0.1 0.0 0.054
H -5.79079 1.88049 -4.84470 0.3 0.2 -0.1 0.108
H -4.62647 0.57232 -2.36891 0.0 -0.1 0.0 0.041
H -4.14819 0.17132 -4.04248 0.1 0.1 0.0 0.052
H -5.77506 -0.21367 -3.47606 0.0 0.1 0.0 0.055
```
Positions in Å, forces in eV/Å.

Summary:
HOMO level	-4.868	eV
spin multiplicity	1
energy	-42835.43824	eV
HOMO-LUMO gap	3.4	eV
M	401.3	g mol⁻¹